# 1
C12H17BClN2O7 | ωB97M-V with the def2-TZVPD basis set

```
! RIJCOSX wB97M-V def2-TZVPD def2/J DEFGRID3
* xyz -1 1
C -3.95 0.78 -1.16
C 3.26 4.29 2.72
H 1.22 -1.63 -2.94
H 4.55 3.23 0.10
O -2.91 -3.78 -3.26
H 3.56 5.32 2.83
C 3.64 3.53 1.69
C -1.98 -2.99 -2.98
H -0.56 -4.14 -0.03
H -1.42 -5.03 -1.27
Cl -4.97 1.00 0.29
C -3.32 -0.62 -1.23
H 0.08 -4.27 -1.72
H -3.53 -1.22 -0.36
O 1.22 1.82 4.60
H -2.59 -3.12 -0.96
C 1.99 2.28 3.62
N 1.05 -0.55 -0.29
H -1.61 -0.31 -2.51
O 3.60 1.48 0.57
C 3.22 2.09 1.55
H 1.81 -0.18 -0.85
C -0.79 -4.16 -1.09
H 1.09 2.57 5.21
N -1.08 -1.69 -0.96
H 2.08 0.49 2.48
C -1.64 -2.96 -1.47
H -1.45 0.34 -0.91
B 0.34 -1.52 -1.18
O 1.08 -2.16 -2.16
O -1.34 -2.27 -3.79
C -1.81 -0.53 -1.47
H -4.54 0.96 -2.05
O 1.99 4.35 4.71
H -3.17 1.52 -1.16
H 1.46 -1.02 0.50
C 2.40 3.72 3.75
O 4.43 3.98 0.72
H -3.75 -1.12 -2.10
C 2.37 1.52 2.58
*
```

Output
**HOMO-LUMO gap**: 4.29 eV
**Lowest unoccupied orbital energy**: 0.10 eV
**DFT total energy**: -43234.8379 eV
**Strongest force on any atom**: 1.5 eV Å⁻¹


# 2
C11H29Cl2N2OPW | ωB97M-V with the def2-TZVPD basis set

```
! RIJCOSX wB97M-V def2-TZVPD def2/J DEFGRID3
* xyz 0 3
H -3.30 0.86 -1.40
H 3.25 3.90 6.34
C -1.74 2.26 -1.90
H 1.92 1.42 2.76
H 5.98 0.72 7.20
H 5.33 3.14 6.19
H -4.11 -3.13 -1.85
C -3.49 -2.32 -2.26
C -3.06 0.87 -3.54
H -2.86 -2.76 -3.05
H -1.35 2.34 -0.88
H 1.28 -0.98 3.08
C 3.69 1.99 5.78
C 0.26 -0.15 -3.87
H 1.97 3.02 5.64
H -2.85 -3.45 0.18
H -1.51 -2.38 0.64
H 0.40 -2.78 -4.05
H -4.17 -1.59 -2.70
C -0.74 -1.13 -3.26
H 1.08 0.05 -3.17
Cl -1.00 0.92 1.48
H 6.94 1.42 5.88
C -0.11 -2.52 -3.11
H -0.84 -3.32 -2.92
C -2.67 -1.73 -1.11
H -3.34 -1.11 -0.49
C -2.47 0.93 -2.13
Cl 1.91 -0.15 -0.25
H -2.43 3.09 -2.06
H -0.90 2.38 -2.59
H -2.28 0.95 -4.31
N 2.97 3.18 5.70
C -2.05 -2.81 -0.22
H -3.65 -0.03 -3.72
H -1.62 -1.21 -3.92
H 5.60 0.28 5.52
H 0.64 -2.53 -2.31
O 3.19 0.88 5.58
H -3.74 1.73 -3.65
H -1.36 -3.46 -0.77
C 5.94 1.09 6.17
N 5.02 2.19 6.04
H 0.68 -0.59 -4.78
H -0.18 0.81 -4.16
P -1.36 -0.49 -1.62
W 1.14 0.21 1.87
*
```

Output
**HOMO-LUMO gap (alpha / beta)**: 7.14 / 7.69 eV
**<S²>**: 2.01
**Lowest unoccupied orbital energy (alpha / beta)**: -0.64 / -0.17 eV
**DFT total energy**: -53064.0421 eV
**Strongest force on any atom**: 1.2 eV Å⁻¹


# 3
C5H10O2 | ωB97M-V with the def2-TZVPD basis set

```
! RIJCOSX wB97M-V def2-TZVPD def2/J DEFGRID3
* xyz 0 1
C -0.25 -0.36 0.99
H -0.54 1.84 -2.65
C 1.39 0.60 -0.36
C 1.91 -0.69 0.19
H -2.40 -0.26 0.98
H -1.75 -1.45 -0.18
H -1.63 1.34 -0.33
H 2.75 -0.59 0.91
C 0.12 0.73 0.02
H -1.76 -1.79 1.56
H -0.22 0.09 2.00
O -0.75 1.74 -0.26
C -1.62 -1.01 0.81
O 0.80 -1.31 0.85
H -0.26 1.20 -2.91
H 2.25 -1.36 -0.61
H 1.95 1.26 -1.02
*
```

Output
**SMILES**: C[C@H]1OCC=C1O.[H][H]
**HOMO-LUMO gap**: 9.64 eV
**Lowest unoccupied orbital energy**: 0.87 eV
**DFT total energy**: -9440.1842 eV
**Strongest force on any atom**: 0.4 eV Å⁻¹